C59H78BHfN7O3P3S4Te | ωB97M-V/def2-TZVPD

The value obtained for the total energy is -5861.264426 Ha. The spin multiplicity is 1. As for the net charge: +3.

Each line ends with the Löwdin charge.
CARTESIAN COORDINATES (ANGSTROEM)
1 Hf 1.367 0.146 -1.039  1.199
2 C -2.669 -0.383 -4.709  -0.049
3 C -2.881 -0.778 -3.283  -0.232
4 C -3.800 -1.728 -2.936  0.100
5 C -4.023 -2.053 -1.581  -0.167
6 N -3.449 -1.354 -0.636  0.199
7 N -2.568 -0.403 -0.969  0.029
8 B -2.246 0.496 0.250  -0.799
9 N -2.091 1.979 -0.170  -0.013
10 N -3.311 2.337 -0.606  0.199
11 C -3.531 3.575 -0.954  -0.169
12 C -2.509 4.542 -0.807  0.101
13 C -1.256 4.179 -0.407  -0.221
14 C -0.147 5.173 -0.294  -0.046
15 C -1.040 2.795 -0.139  -0.566
16 S 0.599 2.287 0.173  0.661
17 C -4.908 3.930 -1.474  -0.541
18 C -4.766 4.711 -2.788  -0.027
19 C -5.596 4.808 -0.418  -0.018
20 C -5.732 2.667 -1.721  -0.040
21 N -3.348 0.361 1.359  -0.008
22 N -4.644 0.618 1.415  0.219
23 C -5.232 0.317 2.554  -0.171
24 C -4.507 -0.249 3.641  0.105
25 C -3.164 -0.516 3.566  -0.186
26 C -2.338 -1.101 4.665  -0.002
27 C -2.618 -0.172 2.322  -0.432
28 S -1.032 -0.242 1.597  1.004
29 C -6.720 0.586 2.693  -0.545
30 C -7.434 -0.734 3.020  -0.021
31 C -6.929 1.589 3.837  -0.025
32 C -7.293 1.164 1.402  -0.047
33 C -2.149 -0.179 -2.221  -0.521
34 S -0.789 0.837 -2.563  0.752
35 C -4.982 -3.136 -1.109  -0.539
36 C -5.480 -3.988 -2.275  -0.046
37 C -6.171 -2.445 -0.428  -0.032
38 C -4.254 -4.031 -0.099  -0.034
39 H -3.604 -0.481 -5.257  0.100
40 H -1.926 -1.032 -5.176  0.040
41 H -2.316 0.643 -4.793  0.066
42 H -4.368 -2.230 -3.707  0.133
43 H -2.722 5.578 -1.035  0.138
44 H -0.520 6.175 -0.494  0.097
45 H 0.647 4.942 -1.006  0.073
46 H 0.297 5.155 0.702  0.091
47 H -4.273 5.674 -2.653  0.084
48 H -5.757 4.913 -3.192  0.100
49 H -4.211 4.139 -3.534  0.094
50 H -5.046 5.732 -0.232  0.089
51 H -5.704 4.275 0.528  0.083
52 H -6.591 5.084 -0.767  0.102
53 H -5.262 2.031 -2.475  0.085
54 H -6.717 2.952 -2.087  0.102
55 H -5.853 2.077 -0.814  0.048
56 H -5.046 -0.477 4.552  0.139
57 H -2.838 -1.964 5.103  0.103
58 H -2.184 -0.366 5.456  0.105
59 H -1.360 -1.414 4.299  0.072
60 H -7.091 -1.178 3.955  0.086
61 H -7.301 -1.466 2.222  0.077
62 H -8.502 -0.546 3.127  0.102
63 H -6.567 1.212 4.795  0.085
64 H -7.993 1.791 3.951  0.100
65 H -6.427 2.536 3.627  0.094
66 H -7.171 0.479 0.563  0.077
67 H -6.818 2.110 1.141  0.063
68 H -8.358 1.349 1.540  0.102
69 H -6.096 -3.416 -2.971  0.092
70 H -6.102 -4.794 -1.889  0.100
71 H -4.658 -4.447 -2.829  0.096
72 H -6.725 -1.820 -1.130  0.097
73 H -5.831 -1.818 0.397  0.055
74 H -6.856 -3.197 -0.035  0.100
75 H -3.399 -4.532 -0.558  0.091
76 H -4.938 -4.799 0.262  0.096
77 H -3.900 -3.455 0.756  0.073
78 C 9.257 0.984 3.316  -0.398
79 S 8.226 0.164 2.089  0.816
80 C 7.162 -0.828 3.174  -0.476
81 C 5.931 -1.281 2.396  -0.265
82 C 5.037 -0.112 2.019  -0.241
83 N 3.966 -0.453 1.051  -0.426
84 P 2.356 -0.921 1.339  0.909
85 C 2.037 -0.495 3.051  -0.388
86 C 1.748 0.825 3.402  -0.130
87 C 1.614 1.170 4.736  -0.054
88 C 1.759 0.200 5.722  -0.047
89 C 2.036 -1.114 5.377  -0.049
90 C 2.178 -1.466 4.042  -0.067
91 C 2.282 -2.717 1.168  -0.371
92 C 3.442 -3.474 1.023  -0.085
93 C 3.357 -4.849 0.857  -0.052
94 C 2.118 -5.471 0.830  -0.045
95 C 0.959 -4.717 0.966  -0.049
96 C 1.037 -3.345 1.130  -0.106
97 P 4.036 -0.021 -0.563  0.924
98 C 5.651 -0.421 -1.210  -0.328
99 C 6.618 0.552 -1.452  -0.069
100 C 7.888 0.167 -1.855  -0.048
101 C 8.191 -1.178 -2.012  -0.032
102 C 7.228 -2.151 -1.768  -0.048
103 C 5.958 -1.775 -1.371  -0.114
104 C 3.839 1.778 -0.655  -0.436
105 C 3.791 2.609 0.469  -0.112
106 C 3.672 3.978 0.308  -0.052
107 C 3.582 4.527 -0.967  -0.045
108 C 3.606 3.709 -2.088  -0.044
109 C 3.742 2.337 -1.932  -0.137
110 H 9.939 1.635 2.773  0.037
111 H 9.845 0.263 3.880  0.045
112 H 8.658 1.589 3.994  0.040
113 H 6.883 -0.235 4.048  0.089
114 H 7.704 -1.704 3.530  0.088
115 H 5.366 -2.005 2.991  0.114
116 H 6.259 -1.795 1.487  0.095
117 H 5.643 0.671 1.558  0.078
118 H 4.576 0.321 2.911  0.119
119 H 1.619 1.578 2.635  0.050
120 H 1.397 2.194 5.010  0.116
121 H 1.657 0.472 6.764  0.119
122 H 2.149 -1.867 6.146  0.119
123 H 2.392 -2.494 3.775  0.112
124 H 4.411 -2.997 1.035  0.074
125 H 4.261 -5.436 0.758  0.118
126 H 2.053 -6.543 0.704  0.119
127 H -0.008 -5.201 0.941  0.114
128 H 0.125 -2.769 1.220  0.064
129 H 6.400 1.603 -1.310  0.113
130 H 8.644 0.918 -2.035  0.122
131 H 9.186 -1.471 -2.320  0.124
132 H 7.473 -3.197 -1.888  0.121
133 H 5.203 -2.528 -1.174  0.083
134 H 3.855 2.186 1.465  0.099
135 H 3.659 4.624 1.176  0.125
136 H 3.507 5.600 -1.085  0.125
137 H 3.549 4.141 -3.079  0.124
138 H 3.832 1.698 -2.802  0.093
139 C 4.416 -3.045 -4.334  -0.058
140 C 3.621 -3.676 -3.222  -0.256
141 O 2.877 -2.661 -2.467  -0.322
142 P 1.510 -2.034 -2.913  0.111
143 O 0.808 -1.681 -1.516  -0.530
144 Te 0.331 -3.128 -4.507  0.699
145 O 1.969 -0.412 -3.166  -0.495
146 C 1.734 0.153 -4.531  -0.271
147 C 1.917 1.646 -4.564  -0.077
148 H 5.043 -3.801 -4.806  0.099
149 H 5.063 -2.252 -3.957  0.071
150 H 3.754 -2.642 -5.102  0.065
151 H 4.243 -4.148 -2.465  0.113
152 H 2.900 -4.407 -3.588  0.074
153 H 0.724 -0.137 -4.803  0.045
154 H 2.445 -0.360 -5.175  0.121
155 H 1.447 2.147 -3.714  0.049
156 H 1.420 2.015 -5.462  0.106
157 H 2.961 1.943 -4.624  0.078

C59H86F2N12O7S2Zr | ωB97M-V/def2-TZVPD

The value obtained for the total energy is -4522.794458 Ha. The spin multiplicity is 1. As for the net charge: +8.

Each line ends with the Löwdin charge.
CARTESIAN COORDINATES (ANGSTROEM)
1 Zr 0.119 4.933 0.364  1.569
2 C 2.567 0.331 3.485  -0.032
3 C 4.052 0.593 3.118  -0.406
4 C 4.591 1.354 4.404  -0.133
5 C 6.103 1.357 4.530  -0.146
6 C 6.673 -0.098 4.513  -0.102
7 C 6.230 -0.928 3.304  -0.433
8 N 4.724 -0.769 3.027  0.217
9 O 4.226 -1.670 1.984  0.098
10 C 6.696 -2.360 3.608  -0.004
11 C 7.163 -0.490 2.175  0.003
12 C 4.126 1.514 1.884  0.008
13 H 1.978 -0.062 2.656  0.052
14 H 2.162 1.260 3.886  0.100
15 H 2.416 -0.452 4.229  0.103
16 H 4.139 1.038 5.345  0.134
17 H 4.306 2.406 4.394  0.132
18 H 6.286 1.848 5.486  0.139
19 H 6.536 2.044 3.803  0.117
20 H 6.421 -0.536 5.478  0.144
21 H 7.759 -0.009 4.495  0.149
22 H 7.750 -2.481 3.858  0.130
23 H 6.386 -3.059 2.831  0.096
24 H 6.110 -2.756 4.438  0.109
25 H 8.123 -0.980 2.338  0.123
26 H 7.290 0.578 1.999  0.095
27 H 6.785 -0.911 1.244  0.087
28 H 3.913 2.563 2.091  0.109
29 H 3.480 1.118 1.101  0.059
30 H 5.123 1.491 1.445  0.080
31 O -1.731 3.637 0.326  -0.508
32 C -1.365 2.253 0.521  -0.306
33 C 0.156 1.872 0.129  -0.333
34 O 1.101 2.937 0.020  -0.565
35 H -2.097 1.543 0.135  0.077
36 H -1.390 2.022 1.586  0.074
37 H 0.187 1.304 -0.801  0.063
38 H 0.498 1.170 0.889  0.071
39 C -1.124 0.332 4.528  -0.094
40 C -0.959 1.203 5.754  -0.160
41 N -1.952 0.944 6.805  -0.040
42 C -1.848 1.307 8.155  0.060
43 C -3.016 0.793 8.787  0.034
44 N -3.909 0.421 7.846  -0.092
45 C -3.278 0.610 6.646  -0.010
46 C -5.291 -0.001 7.994  0.041
47 H -2.152 0.187 4.194  0.057
48 H -0.773 -0.678 4.744  0.091
49 H -0.633 0.834 3.695  0.058
50 H -1.143 2.240 5.474  0.135
51 H 0.081 1.221 6.078  0.133
52 H -0.875 1.644 8.481  0.141
53 H -3.254 0.851 9.839  0.157
54 H -3.768 0.336 5.723  0.145
55 H -5.442 -1.022 7.643  0.113
56 H -5.851 0.827 7.560  0.119
57 H -5.522 -0.049 9.058  0.121
58 C -7.989 0.111 -2.011  -0.032
59 C -7.865 1.174 -0.838  -0.163
60 N -6.692 1.984 -0.901  -0.051
61 C -6.300 2.851 0.173  0.027
62 C -5.066 3.451 -0.144  0.041
63 N -4.691 2.897 -1.419  -0.076
64 C -5.650 1.980 -1.834  0.060
65 C -3.550 3.347 -2.184  -0.015
66 H -8.184 0.607 -2.962  0.096
67 H -8.902 -0.464 -1.853  0.072
68 H -7.185 -0.619 -2.099  0.072
69 H -7.934 0.759 0.167  0.089
70 H -8.697 1.858 -1.008  0.147
71 H -6.877 2.950 1.081  0.135
72 H -4.452 4.166 0.383  0.125
73 H -5.587 1.252 -2.629  0.151
74 H -2.697 2.716 -1.933  0.062
75 H -3.252 4.349 -1.877  0.098
76 H -3.789 3.431 -3.244  0.116
77 C 1.153 -1.702 -0.223  0.006
78 N 2.149 -1.663 -1.308  -0.043
79 C 3.377 -1.146 -1.115  0.004
80 C 4.357 -1.127 -2.131  0.071
81 C 4.046 -1.665 -3.427  -0.105
82 C 2.746 -2.156 -3.611  0.044
83 C 1.837 -2.117 -2.588  0.058
84 C 5.061 -1.763 -4.494  -0.121
85 C 4.743 -2.013 -5.858  0.062
86 C 5.760 -2.218 -6.863  0.108
87 N 7.116 -2.143 -6.508  -0.069
88 C 7.415 -1.936 -5.224  0.018
89 C 6.465 -1.753 -4.227  0.057
90 C 8.122 -2.399 -7.554  0.075
91 H 1.508 -1.466 0.780  0.090
92 H 0.848 -2.749 -0.210  0.115
93 H 0.398 -0.985 -0.546  0.072
94 H 3.613 -0.706 -0.157  0.099
95 H 5.288 -0.673 -1.826  0.122
96 H 2.426 -2.583 -4.550  0.138
97 H 0.799 -2.385 -2.720  0.135
98 H 3.688 -2.059 -6.086  0.105
99 H 5.565 -2.539 -7.876  0.156
100 H 8.471 -1.933 -4.996  0.165
101 H 6.955 -1.616 -3.274  0.128
102 H 7.688 -2.100 -8.509  0.125
103 H 8.409 -3.437 -7.386  0.139
104 H 8.987 -1.776 -7.325  0.124
105 C -0.453 -0.183 -5.709  0.068
106 N 0.604 0.710 -5.164  -0.050
107 C 0.331 1.530 -4.112  0.032
108 C 1.366 2.192 -3.537  0.045
109 C 2.686 2.131 -4.035  -0.085
110 C 2.825 1.380 -5.194  0.027
111 C 1.797 0.685 -5.736  -0.008
112 C 3.815 2.884 -3.366  -0.107
113 C 3.829 3.164 -1.993  0.051
114 C 4.826 4.046 -1.433  0.029
115 N 5.883 4.420 -2.132  -0.086
116 C 5.952 4.101 -3.429  0.039
117 C 4.948 3.357 -4.053  0.065
118 C 6.899 5.346 -1.606  0.071
119 H -0.540 -1.019 -5.015  0.092
120 H -0.210 -0.422 -6.744  0.125
121 H -1.385 0.382 -5.688  0.120
122 H -0.678 1.557 -3.727  0.135
123 H 1.163 2.799 -2.666  0.105
124 H 3.712 1.534 -5.790  0.137
125 H 1.983 0.092 -6.619  0.161
126 H 3.060 2.683 -1.407  0.084
127 H 4.803 4.231 -0.369  0.145
128 H 6.689 4.603 -4.037  0.165
129 H 5.034 3.306 -5.128  0.137
130 H 6.408 6.061 -0.946  0.123
131 H 7.459 5.879 -2.375  0.130
132 H 7.524 4.680 -1.012  0.125
133 C -11.333 -3.122 -0.059  0.072
134 N -9.838 -2.973 0.208  -0.038
135 C -9.481 -1.770 0.712  -0.007
136 C -8.179 -1.649 1.101  0.007
137 C -7.198 -2.624 0.778  -0.108
138 C -7.565 -3.835 0.174  0.077
139 C -8.953 -4.026 -0.081  0.111
140 C -5.785 -2.399 1.250  -0.117
141 C -5.094 -3.458 1.874  0.085
142 C -3.707 -3.341 2.214  0.086
143 N -2.982 -2.230 1.782  -0.067
144 C -3.680 -1.110 1.339  0.022
145 C -5.073 -1.215 1.138  0.033
146 C -1.485 -2.118 1.824  0.028
147 H -11.888 -2.255 0.299  0.110
148 H -11.644 -4.004 0.500  0.122
149 H -11.521 -3.253 -1.125  0.120
150 H -10.180 -0.983 0.951  0.161
151 H -7.921 -0.815 1.738  0.128
152 H -6.852 -4.592 -0.118  0.143
153 H -9.375 -4.870 -0.605  0.162
154 H -5.708 -4.324 2.076  0.142
155 H -3.140 -4.092 2.745  0.149
156 H -2.932 -0.354 1.151  0.114
157 H -5.473 -0.255 0.846  0.114
158 H -1.212 -2.861 2.573  0.112
159 H -1.193 -1.189 2.315  0.071
160 H -1.146 -2.366 0.818  0.055
161 N -1.622 -2.256 -1.565  -0.295
162 S -2.387 -3.549 -1.976  0.465
163 O -2.128 -4.108 -3.263  -0.226
164 O -3.756 -3.699 -1.468  -0.285
165 F -1.548 -4.586 -0.975  -0.222
166 S -2.650 -1.246 -2.461  0.597
167 O -3.913 -0.782 -1.813  -0.308
168 O -2.596 -1.444 -3.913  -0.268
169 F -1.704 0.032 -2.337  -0.235

Question: net charge of number 2 (C59H86F2N12O7S2Zr)?
Answer: +8

Question: Which value of spin multiplicity does entry 2 give?
Answer: 1